[1]
Molecular formula: C21H34Br3NO12Zr
Method: DFT, wB97M-V/def2-TZVPD

Results
Gap between HOMO and LUMO = 2.65 eV
Highest occupied orbital energy = -12.486 eV
Total energy = -9546.2360 a.u.
Total charge = +2

```
72
C21H34Br3NO12Zr | OMol25 | wB97M-V/def2-TZVPD
Zr -2.594 -0.553 -0.375
C 0.661 1.131 5.618
C 1.218 0.609 4.303
C 2.701 0.150 4.575
C 2.806 -1.081 5.426
C 2.040 -2.235 4.858
C 0.597 -1.873 4.447
N 0.486 -0.554 3.658
O -0.737 -0.238 3.031
C -0.233 -1.800 5.840
C 0.113 -3.062 3.539
C 1.451 1.806 3.282
H -0.335 0.727 5.802
H 0.543 2.215 5.610
H 1.226 0.832 6.501
H 3.232 0.972 5.055
H 3.214 0.009 3.623
H 2.623 -0.988 6.497
H 3.877 -1.281 5.425
H 2.079 -3.010 5.623
H 2.638 -2.513 3.989
H 0.291 -1.138 6.529
H -0.248 -2.773 6.331
H -1.272 -1.500 5.703
H -0.962 -3.209 3.431
H 0.536 -4.031 3.802
H 0.628 -2.922 2.588
H 0.602 2.488 3.338
H 1.617 1.462 2.261
H 2.365 2.370 3.468
C 2.341 0.491 -2.808
C 0.987 0.187 -2.113
O 0.503 -0.934 -1.858
O 0.213 1.038 -1.769
H 2.992 -0.376 -2.699
H 2.779 1.334 -2.274
H 2.164 0.607 -3.878
C 6.355 2.709 -0.309
Br 6.784 0.798 -0.314
Br 6.231 3.467 -2.231
Br 7.694 3.679 0.808
H 5.466 2.728 0.321
C -5.168 6.509 -0.933
C -4.249 7.020 0.186
O -3.629 5.745 0.569
C -4.069 4.724 -0.219
O -3.702 3.580 -0.036
O -4.888 5.145 -1.183
H -5.041 7.238 -1.734
H -6.228 6.663 -0.732
H -4.873 7.469 0.959
H -3.555 7.827 -0.044
C -2.739 -7.647 -2.402
C -2.939 -7.998 -0.878
O -2.578 -6.772 -0.243
C -2.827 -5.837 -1.127
O -2.797 -4.622 -0.855
O -3.036 -6.274 -2.374
H -3.316 -8.242 -3.109
H -1.739 -7.982 -2.678
H -2.345 -8.877 -0.625
H -3.907 -8.460 -0.684
C 0.451 2.164 -9.983
C -0.741 1.325 -10.444
O -1.330 1.061 -9.197
C -0.390 0.932 -8.329
O -0.495 0.379 -7.281
O 0.790 1.526 -8.712
H 0.268 3.234 -9.879
H 1.311 2.115 -10.650
H -0.417 0.455 -11.014
H -1.493 1.863 -11.022
```

[2]
Molecular formula: C21H34CdN6P2S
Method: DFT, wB97M-V/def2-TZVPD

Results
Gap between HOMO and LUMO = 8.24 eV
Energy relative to the best compared isomer or geometry (same formula, charge and spin) = 2.6 kcal/mol
Highest occupied orbital energy = -14.170 eV
Total energy = -2397.3217 a.u.
Total charge = +2

```
65
C21H34CdN6P2S | OMol25 | wB97M-V/def2-TZVPD
Cd -1.408 0.181 1.187
C -1.080 4.604 4.215
C -1.411 3.191 4.517
N -1.396 2.626 5.678
N -1.738 1.322 5.446
C -1.958 1.048 4.167
S -2.395 -0.422 3.441
N -1.752 2.244 3.557
N -1.897 2.412 2.172
H -0.893 5.120 5.153
H -1.901 5.107 3.701
H -0.179 4.672 3.601
H -1.819 0.678 6.219
H -2.877 2.620 1.979
H -1.344 3.217 1.887
C 1.974 -1.988 1.476
P 1.081 -0.538 0.854
C 1.118 -0.788 -0.977
N 2.299 -1.085 -1.470
C 2.434 -1.228 -2.806
C 3.698 -1.539 -3.360
C 3.820 -1.656 -4.711
C 2.698 -1.476 -5.566
C 1.468 -1.183 -5.060
C 1.314 -1.052 -3.659
N 0.102 -0.774 -3.135
C -0.015 -0.653 -1.833
P -1.746 -0.365 -1.264
C -2.479 0.633 -2.579
C -2.575 -2.026 -1.258
C -2.549 -2.666 -2.647
C -4.020 -1.803 -0.797
C -1.836 -2.911 -0.250
C 2.155 0.945 1.186
C 1.617 2.097 0.332
C 3.634 0.715 0.879
C 1.985 1.260 2.679
H 2.871 -2.114 0.873
H 1.346 -2.874 1.391
H 2.235 -1.847 2.524
H 4.540 -1.677 -2.694
H 4.782 -1.889 -5.148
H 2.829 -1.577 -6.636
H 0.603 -1.051 -5.695
H -2.272 0.145 -3.529
H -2.030 1.625 -2.584
H -3.552 0.728 -2.419
H -3.144 -2.099 -3.365
H -2.984 -3.666 -2.579
H -1.538 -2.768 -3.040
H -4.601 -1.242 -1.530
H -4.071 -1.277 0.162
H -4.509 -2.770 -0.665
H -0.781 -3.039 -0.509
H -2.292 -3.902 -0.241
H -1.908 -2.523 0.772
H 1.849 1.954 -0.724
H 2.078 3.037 0.648
H 0.531 2.215 0.422
H 3.796 0.385 -0.146
H 4.073 -0.021 1.554
H 4.172 1.656 1.023
H 0.931 1.374 2.958
H 2.502 2.194 2.914
H 2.416 0.483 3.311
```

[3]
Molecular formula: C21H34ClN3O4
Method: DFT, wB97M-V/def2-TZVPD

Results
Gap between HOMO and LUMO (spin up / spin down) = 5.64 / 8.42 eV
Highest occupied orbital energy (spin up / spin down) = -8.305 / -11.495 eV
Spin multiplicity = 2
Total energy = -1745.4388 a.u.
Total charge = +1

```
63
C21H34ClN3O4 | OMol25 | wB97M-V/def2-TZVPD
C 26.291 -17.472 0.497
N 25.789 -18.713 -0.144
C 26.320 -19.931 0.150
C 25.713 -21.042 -0.412
C 24.684 -20.905 -1.349
C 24.308 -19.636 -1.710
C 24.765 -18.551 -1.037
C 23.984 -22.089 -1.932
C 23.541 -22.040 -3.281
C 22.956 -23.097 -3.952
N 22.700 -24.158 -3.226
C 23.076 -24.262 -1.914
C 23.767 -23.227 -1.250
C 21.976 -25.251 -3.898
H 27.360 -17.553 0.693
H 25.671 -17.248 1.366
H 26.343 -16.661 -0.230
H 27.158 -19.846 0.826
H 26.198 -21.985 -0.206
H 23.521 -19.537 -2.442
H 24.489 -17.512 -1.137
H 23.762 -21.158 -3.864
H 22.692 -23.177 -4.996
H 22.857 -25.237 -1.507
H 24.198 -23.423 -0.279
H 22.089 -25.157 -4.978
H 20.893 -25.205 -3.785
H 22.446 -26.197 -3.630
C 28.397 -21.424 -11.462
C 27.437 -20.988 -10.337
C 28.170 -20.613 -9.090
C 27.333 -19.664 -8.177
N 27.818 -19.351 -6.715
C 27.857 -20.635 -5.820
C 26.407 -20.742 -5.268
C 25.652 -19.395 -5.441
C 26.850 -18.476 -5.899
C 29.157 -18.626 -6.822
H 27.829 -21.826 -12.301
H 29.098 -22.225 -11.224
H 29.006 -20.596 -11.824
H 26.751 -21.834 -10.315
H 26.937 -20.068 -10.640
H 29.024 -20.030 -9.433
H 28.448 -21.509 -8.535
H 26.333 -20.024 -7.936
H 27.160 -18.690 -8.636
H 28.605 -20.402 -5.063
H 28.109 -21.462 -6.483
H 26.611 -20.904 -4.210
H 25.851 -21.610 -5.623
H 25.242 -19.093 -4.477
H 24.863 -19.386 -6.194
H 27.305 -18.086 -4.989
H 26.500 -17.696 -6.575
H 28.937 -17.856 -7.560
H 29.933 -19.312 -7.162
H 29.457 -18.230 -5.851
Cl 28.690 -18.010 -2.456
O 28.010 -19.261 -2.567
O 29.689 -17.853 -3.454
O 27.704 -17.000 -2.660
O 29.284 -17.877 -1.194
```

[4]
Molecular formula: C21H34N2O2ReS
Method: DFT, wB97M-V/def2-TZVPD

Results
Gap between HOMO and LUMO (spin up / spin down) = 6.55 / 5.96 eV
Energy relative to the best compared isomer or geometry (same formula, charge and spin) = 37.9 kcal/mol
Highest occupied orbital energy (spin up / spin down) = -6.602 / -6.099 eV
Spin multiplicity = 4
Total energy = -1556.9637 a.u.

```
61
C21H34N2O2ReS | OMol25 | wB97M-V/def2-TZVPD
Re 0.718 -1.840 0.682
C 4.630 2.268 2.436
C 3.908 1.996 1.123
N 2.502 2.381 1.151
C 2.209 3.770 0.787
C 1.982 3.962 -0.713
C 1.506 1.477 1.186
S 1.871 -0.133 1.752
N 0.274 1.951 1.000
C -0.788 1.428 0.501
O -0.871 0.373 -0.269
C -2.096 2.083 0.691
C -2.177 3.458 0.888
C -3.413 4.078 0.951
C -4.578 3.333 0.842
C -4.503 1.958 0.659
C -3.270 1.336 0.578
H 5.672 1.959 2.339
H 4.175 1.696 3.244
H 4.609 3.327 2.695
H 3.966 0.936 0.894
H 4.387 2.552 0.312
H 3.053 4.375 1.119
H 1.324 4.083 1.341
H 2.864 3.661 -1.280
H 1.767 5.008 -0.932
H 1.138 3.360 -1.040
H -1.264 4.033 0.974
H -3.470 5.153 1.069
H -5.542 3.820 0.903
H -5.408 1.372 0.563
H -3.206 0.266 0.434
C 1.101 -1.594 -2.760
C 0.024 -0.626 -2.270
C 0.088 0.688 -3.059
C -1.360 -1.254 -2.453
C 0.317 -0.314 -0.783
H 0.947 -1.844 -3.811
H 1.068 -2.511 -2.168
H 2.095 -1.155 -2.645
H -0.268 0.548 -4.082
H 1.112 1.066 -3.104
H -0.545 1.445 -2.588
H -1.529 -1.475 -3.509
H -2.140 -0.572 -2.117
H -1.431 -2.180 -1.881
H 1.133 0.426 -0.813
C 0.137 -6.021 0.925
C -0.631 -4.709 0.770
C -1.540 -4.490 1.986
C -1.484 -4.741 -0.500
O 0.295 -3.653 0.677
H -0.556 -6.862 0.960
H 0.724 -6.005 1.844
H 0.823 -6.158 0.087
H -2.398 -5.164 1.959
H -1.895 -3.458 1.980
H -0.986 -4.655 2.912
H -2.134 -5.616 -0.511
H -0.840 -4.761 -1.382
H -2.094 -3.837 -0.544
```

[5]
Molecular formula: C21H34N2O4S
Method: DFT, wB97M-V/def2-TZVPD

Results
Gap between HOMO and LUMO = 8.48 eV
Energy relative to the best compared isomer or geometry (same formula, charge and spin) = 0.0 kcal/mol
Highest occupied orbital energy = -8.057 eV
Total energy = -1629.2841 a.u.

```
62
C21H34N2O4S | OMol25 | wB97M-V/def2-TZVPD
C 3.586 4.354 -0.168
H 4.517 4.001 -0.604
C 2.639 3.185 0.076
H 3.143 2.445 0.702
C 1.336 3.595 0.764
C 0.398 4.371 -0.166
O 0.036 3.641 -1.320
C -0.779 2.554 -1.196
C -1.533 2.231 -0.075
C -2.290 1.074 -0.064
C -2.332 0.225 -1.159
C -1.615 0.577 -2.298
C -0.852 1.726 -2.318
H -0.281 1.997 -3.193
H -1.630 -0.064 -3.166
C -3.008 -1.123 -1.033
N -1.946 -2.092 -0.727
C -1.069 -2.582 -1.621
O -1.237 -2.595 -2.825
C 0.218 -3.218 -1.052
C 0.515 -2.958 0.427
N 0.739 -1.551 0.649
S 0.060 -0.814 1.944
O 0.271 0.596 1.813
O -1.294 -1.299 2.035
C 0.902 -1.441 3.439
C 2.402 -1.230 3.400
C 2.781 0.237 3.569
H 2.503 0.587 4.561
H 2.262 0.846 2.835
H 3.853 0.368 3.448
H 2.864 -1.819 4.197
H 2.787 -1.604 2.450
H 0.630 -2.492 3.481
H 0.436 -0.914 4.268
C 1.813 -0.959 -0.108
C 1.579 -1.186 -1.599
C 1.390 -2.676 -1.884
H 2.303 -3.223 -1.636
H 1.169 -2.825 -2.940
H 2.431 -0.798 -2.160
H 0.686 -0.642 -1.906
H 2.779 -1.403 0.183
H 1.818 0.104 0.132
H 1.415 -3.531 0.707
H -0.304 -3.276 1.073
H 0.132 -4.298 -1.212
H -1.655 -2.003 0.237
C -3.865 -1.522 -2.227
H -4.359 -2.469 -2.025
H -3.262 -1.636 -3.121
H -4.620 -0.757 -2.395
H -3.641 -1.108 -0.138
H -2.839 0.819 0.830
H -1.521 2.851 0.807
H -0.492 4.701 0.384
H 0.900 5.259 -0.560
H 1.554 4.222 1.631
H 0.826 2.695 1.113
H 2.397 2.707 -0.876
H 3.147 5.076 -0.851
H 3.816 4.860 0.768
```

[6]
Molecular formula: C21H34N8O3P2
Method: DFT, wB97M-V/def2-TZVPD

Results
Gap between HOMO and LUMO = 6.69 eV
Highest occupied orbital energy = -6.520 eV
Total energy = -2166.9021 a.u.

```
68
C21H34N8O3P2 | OMol25 | wB97M-V/def2-TZVPD
C -0.455 -0.061 0.495
C 0.168 1.169 0.484
P -0.260 2.368 -0.792
C 0.705 3.908 -0.647
C 1.629 4.028 0.324
C -2.066 2.745 -0.778
P -2.766 3.154 0.834
O -2.279 2.355 1.962
O -2.601 4.719 1.094
O -4.359 2.962 0.662
H 0.068 -0.946 0.158
H -1.509 -0.080 0.759
H 0.886 1.504 1.224
H 0.620 4.739 -1.338
H 1.894 4.976 0.767
H 2.149 3.135 0.643
H -2.579 1.861 -1.153
H -2.289 3.560 -1.463
H -1.908 4.844 1.752
H -4.534 2.698 -0.248
C -2.051 -3.629 0.424
C -1.588 -3.194 -0.891
N -1.225 -2.846 -1.923
H -2.903 -4.288 0.315
H -1.254 -4.159 0.939
H -2.343 -2.765 1.015
C -5.480 -6.589 2.228
C -4.416 -5.614 2.430
N -3.576 -4.848 2.589
H -6.408 -6.216 2.656
H -5.621 -6.766 1.166
H -5.215 -7.528 2.708
C -1.340 -0.287 -4.951
C -1.676 0.998 -4.353
N -1.939 1.996 -3.853
H -2.171 -0.977 -4.830
H -1.130 -0.155 -6.011
H -0.463 -0.701 -4.457
C 3.333 7.005 2.983
C 4.044 6.493 1.817
N 4.601 6.088 0.900
H 3.922 6.829 3.880
H 3.164 8.074 2.870
H 2.374 6.500 3.081
C 5.712 4.128 -2.533
C 4.447 3.406 -2.460
N 3.449 2.841 -2.402
H 6.228 3.881 -3.456
H 5.528 5.200 -2.504
H 6.342 3.858 -1.690
C -3.705 -8.078 -1.790
C -4.435 -8.705 -0.694
N -5.009 -9.203 0.167
H -4.358 -7.974 -2.654
H -3.355 -7.093 -1.487
H -2.850 -8.693 -2.061
C 9.315 1.362 -2.728
C 9.058 2.790 -2.870
N 8.856 3.914 -2.981
H 8.390 0.806 -2.868
H 10.040 1.043 -3.473
H 9.709 1.156 -1.735
C -2.425 -3.515 5.309
C -2.408 -3.812 6.737
N -2.395 -4.051 7.860
H -2.239 -4.421 4.740
H -3.394 -3.114 5.025
H -1.654 -2.783 5.076
```

Which of these has the lowest total energy?
C21H34Br3NO12Zr

The highest total energy belongs to which entry?
C21H34N2O2ReS

Number 5 is which compound?
C21H34N2O4S

Please write out number 1 again, unchanged.
Molecular formula: C21H34Br3NO12Zr
Method: DFT, wB97M-V/def2-TZVPD

Results
Gap between HOMO and LUMO = 2.65 eV
Highest occupied orbital energy = -12.486 eV
Total energy = -9546.2360 a.u.
Total charge = +2

```
72
C21H34Br3NO12Zr | OMol25 | wB97M-V/def2-TZVPD
Zr -2.594 -0.553 -0.375
C 0.661 1.131 5.618
C 1.218 0.609 4.303
C 2.701 0.150 4.575
C 2.806 -1.081 5.426
C 2.040 -2.235 4.858
C 0.597 -1.873 4.447
N 0.486 -0.554 3.658
O -0.737 -0.238 3.031
C -0.233 -1.800 5.840
C 0.113 -3.062 3.539
C 1.451 1.806 3.282
H -0.335 0.727 5.802
H 0.543 2.215 5.610
H 1.226 0.832 6.501
H 3.232 0.972 5.055
H 3.214 0.009 3.623
H 2.623 -0.988 6.497
H 3.877 -1.281 5.425
H 2.079 -3.010 5.623
H 2.638 -2.513 3.989
H 0.291 -1.138 6.529
H -0.248 -2.773 6.331
H -1.272 -1.500 5.703
H -0.962 -3.209 3.431
H 0.536 -4.031 3.802
H 0.628 -2.922 2.588
H 0.602 2.488 3.338
H 1.617 1.462 2.261
H 2.365 2.370 3.468
C 2.341 0.491 -2.808
C 0.987 0.187 -2.113
O 0.503 -0.934 -1.858
O 0.213 1.038 -1.769
H 2.992 -0.376 -2.699
H 2.779 1.334 -2.274
H 2.164 0.607 -3.878
C 6.355 2.709 -0.309
Br 6.784 0.798 -0.314
Br 6.231 3.467 -2.231
Br 7.694 3.679 0.808
H 5.466 2.728 0.321
C -5.168 6.509 -0.933
C -4.249 7.020 0.186
O -3.629 5.745 0.569
C -4.069 4.724 -0.219
O -3.702 3.580 -0.036
O -4.888 5.145 -1.183
H -5.041 7.238 -1.734
H -6.228 6.663 -0.732
H -4.873 7.469 0.959
H -3.555 7.827 -0.044
C -2.739 -7.647 -2.402
C -2.939 -7.998 -0.878
O -2.578 -6.772 -0.243
C -2.827 -5.837 -1.127
O -2.797 -4.622 -0.855
O -3.036 -6.274 -2.374
H -3.316 -8.242 -3.109
H -1.739 -7.982 -2.678
H -2.345 -8.877 -0.625
H -3.907 -8.460 -0.684
C 0.451 2.164 -9.983
C -0.741 1.325 -10.444
O -1.330 1.061 -9.197
C -0.390 0.932 -8.329
O -0.495 0.379 -7.281
O 0.790 1.526 -8.712
H 0.268 3.234 -9.879
H 1.311 2.115 -10.650
H -0.417 0.455 -11.014
H -1.493 1.863 -11.022
```